(1)
{"formula": "C4H6BrO2S", "method": "the ωB97M-V functional and the def2-TZVPD basis", "species": ["C", "C", "C", "S", "Br", "C", "O", "O", "H", "H", "H", "H", "H", "H"], "positions_angstrom": [[1.502, 0.188, -1.032], [0.093, 0.673, -0.795], [-0.668, -0.286, 0.072], [-0.989, -1.792, -0.422], [-2.753, 0.923, 0.262], [-0.511, -0.070, 1.614], [0.085, 0.814, 2.165], [-0.851, -1.147, 2.272], [2.309, 0.203, -0.256], [1.375, -0.823, -1.401], [2.031, 0.718, -1.758], [-0.524, 0.535, -1.803], [0.071, 1.799, -0.557], [-1.170, -1.737, 1.638]], "mulliken_charge": [-1.2075, -0.2537, 0.1687, -0.4604, -0.4778, 0.4840, -0.6227, -0.4175, 0.2705, 0.3205, 0.3874, 0.2310, 0.3098, 0.2677], "smiles": "CC[C@]([S-])(Br)C(=O)O", "orbital_gap_ev": 7.8, "total_energy_ev": -89219.7793, "charge": -1, "e_homo_ha": -0.159, "de_lowest_kcal_mol": 0.00}

---

(2)
{"formula": "C3H9NO4", "method": "the ωB97M-V functional and the def2-TZVPD basis", "species": ["C", "O", "C", "O", "N", "O", "O", "C", "H", "H", "H", "H", "H", "H", "H", "H", "H"], "positions_angstrom": [[-1.377, -0.430, 1.979], [-0.238, -1.122, 1.521], [0.141, -0.882, 0.016], [1.092, -1.805, -0.342], [0.577, 0.488, 0.112], [1.765, 0.529, 0.891], [1.057, 0.550, -1.423], [0.020, 1.017, -2.263], [-1.078, 0.502, 2.472], [-2.088, -0.201, 1.176], [-1.888, -1.058, 2.717], [-0.783, -1.009, -0.544], [1.926, -1.330, -0.195], [1.628, 1.328, 1.427], [-0.098, 0.306, -3.088], [0.299, 1.989, -2.683], [-0.956, 1.127, -1.773]], "mulliken_charge": [-0.6116, -0.4123, 0.3030, -0.4943, -0.1392, -0.3736, -0.3043, -0.6102, 0.2031, 0.2953, 0.2415, 0.3129, 0.4428, 0.3538, 0.2422, 0.2375, 0.3135], "smiles": "CO[C@H](O)N(O)OC", "orbital_gap_ev": 10.6, "total_energy_ev": -12932.1963, "charge": 0, "e_homo_ha": -0.363, "de_lowest_kcal_mol": 120.11}

---

(3)
{"formula": "C3H7N5", "method": "the ωB97M-V functional and the def2-TZVPD basis", "species": ["N", "N", "C", "C", "N", "N", "C", "N", "H", "H", "H", "H", "H", "H", "H"], "positions_angstrom": [[-3.176, 0.278, 0.020], [-2.047, -0.744, -0.119], [-0.898, -0.324, -0.231], [0.328, -1.164, -0.321], [1.403, 0.027, -0.067], [2.662, -0.239, 0.143], [0.674, 1.172, -0.220], [-0.642, 1.076, -0.384], [-3.682, -0.196, 0.822], [-2.852, 1.046, 0.676], [0.567, -1.587, -1.435], [0.397, -1.857, 0.443], [3.143, 0.537, -0.491], [2.806, -0.122, 1.317], [1.316, 2.097, -0.153]], "mulliken_charge": [-0.5188, -0.3912, 0.3994, -0.2015, 0.3747, -0.9359, -0.0246, -0.6530, 0.2793, 0.2506, 0.2262, 0.2933, 0.2752, 0.2744, 0.3519], "smiles": "N/N=C1/CN(N)C=N1", "orbital_gap_ev": 8.8, "total_energy_ev": -10670.4829, "charge": 0, "e_homo_ha": -0.306, "de_lowest_kcal_mol": 104.18}

---

(4)
{"formula": "C36H105N9O12", "method": "the ωB97M-V functional and the def2-TZVPD basis", "species": ["C", "O", "C", "C", "C", "N", "H", "H", "H", "H", "H", "H", "H", "H", "H", "H", "H", "C", "O", "C", "C", "C", "N", "H", "H", "H", "H", "H", "H", "H", "H", "H", "H", "H", "C", "O", "C", "C", "C", "N", "H", "H", "H", "H", "H", "H", "H", "H", "H", "H", "H", "C", "O", "C", "C", "C", "N", "H", "H", "H", "H", "H", "H", "H", "H", "H", "H", "H", "C", "O", "C", "C", "C", "N", "H", "H", "H", "H", "H", "H", "H", "H", "H", "H", "H", "C", "O", "C", "C", "C", "N", "H", "H", "H", "H", "H", "H", "H", "H", "H", "H", "H", "C", "O", "C", "C", "C", "N", "H", "H", "H", "H", "H", "H", "H", "H", "H", "H", "H", "C", "O", "C", "C", "C", "N", "H", "H", "H", "H", "H", "H", "H", "H", "H", "H", "H", "C", "O", "C", "C", "C", "N", "H", "H", "H", "H", "H", "H", "H", "H", "H", "H", "H", "O", "H", "H", "O", "H", "H", "O", "H", "H"], "positions_angstrom": [[4.159, 7.649, -7.673], [2.823, 7.353, -7.469], [2.433, 6.749, -6.262], [1.757, 5.395, -6.494], [0.334, 5.495, -6.899], [1.849, 4.618, -5.238], [4.611, 6.711, -7.998], [4.804, 8.048, -6.889], [4.114, 8.324, -8.527], [3.346, 6.576, -5.692], [1.778, 7.377, -5.657], [2.383, 4.967, -7.277], [0.205, 6.027, -7.842], [-0.326, 6.008, -6.200], [-0.088, 4.502, -7.058], [1.209, 3.856, -5.407], [2.727, 4.140, -5.098], [1.681, -5.340, 0.508], [2.950, -4.779, 0.310], [3.446, -4.055, 1.395], [4.725, -4.501, 1.943], [5.499, -3.779, 3.030], [5.741, -4.697, 0.900], [1.643, -5.986, 1.385], [1.451, -6.010, -0.319], [0.846, -4.641, 0.568], [3.544, -3.060, 0.961], [2.710, -3.825, 2.165], [4.488, -5.494, 2.323], [6.032, -2.931, 2.600], [6.052, -4.562, 3.549], [4.782, -3.401, 3.760], [6.305, -3.858, 0.907], [6.243, -5.381, 1.447], [-1.066, -3.041, 4.233], [-1.295, -4.392, 4.208], [-0.618, -5.213, 5.156], [-0.720, -6.779, 5.184], [-2.228, -7.272, 5.153], [-0.161, -7.434, 6.332], [-1.131, -2.627, 5.239], [-1.775, -2.448, 3.655], [-0.108, -2.783, 3.782], [0.403, -4.836, 5.213], [-1.072, -4.964, 6.115], [-0.163, -7.258, 4.379], [-2.324, -8.290, 4.777], [-2.843, -6.542, 4.626], [-2.874, -7.370, 6.025], [-0.270, -7.060, 7.265], [0.841, -7.520, 6.232], [-4.971, 1.096, 5.167], [-3.936, 2.014, 5.393], [-4.011, 2.608, 6.640], [-2.619, 3.371, 6.813], [-1.538, 2.357, 7.018], [-2.624, 4.243, 7.961], [-5.021, 0.402, 6.006], [-4.857, 0.530, 4.242], [-5.800, 1.785, 5.002], [-4.799, 3.357, 6.713], [-4.200, 1.921, 7.465], [-2.441, 3.894, 5.873], [-1.963, 1.475, 7.496], [-0.681, 2.633, 7.633], [-1.238, 2.052, 6.015], [-1.720, 4.049, 8.366], [-3.159, 3.830, 8.713], [5.364, 5.506, -0.904], [5.531, 4.358, -0.119], [4.746, 4.314, 0.997], [5.015, 3.134, 1.929], [4.143, 3.091, 3.148], [6.351, 3.293, 2.398], [4.314, 5.719, -1.103], [5.903, 5.340, -1.837], [5.808, 6.420, -0.511], [4.956, 5.231, 1.548], [3.716, 4.347, 0.640], [4.801, 2.219, 1.376], [3.060, 2.989, 3.077], [4.148, 4.040, 3.685], [4.507, 2.378, 3.887], [6.424, 4.116, 2.980], [6.906, 3.476, 1.574], [2.241, -1.575, -6.994], [3.696, -1.727, -6.781], [4.363, -1.752, -8.047], [5.951, -1.966, -7.835], [6.669, -0.787, -7.243], [6.581, -2.341, -9.081], [1.823, -2.491, -7.411], [1.968, -0.713, -7.602], [1.810, -1.349, -6.018], [3.994, -2.465, -8.785], [4.181, -0.765, -8.473], [6.015, -2.792, -7.127], [5.970, -0.514, -6.453], [6.828, 0.021, -7.957], [7.652, -1.149, -6.942], [6.557, -1.524, -9.675], [6.046, -2.976, -9.655], [-1.212, 10.734, -0.515], [-0.079, 10.422, 0.304], [-0.135, 9.800, 1.584], [0.356, 8.367, 1.398], [-0.466, 7.448, 0.419], [0.276, 7.657, 2.702], [-1.045, 10.655, -1.589], [-1.616, 11.702, -0.219], [-2.055, 10.045, -0.467], [0.586, 10.333, 2.205], [-1.130, 9.886, 2.020], [1.368, 8.227, 1.016], [-1.547, 7.557, 0.333], [-0.274, 6.405, 0.667], [0.056, 7.570, -0.530], [-0.644, 7.879, 3.054], [0.299, 6.680, 2.448], [-3.704, -1.718, -0.708], [-2.683, -0.852, -0.267], [-2.745, 0.446, -0.842], [-1.490, 1.302, -0.540], [-0.134, 0.479, -0.609], [-1.493, 1.522, 0.938], [-3.352, -1.949, -1.713], [-4.687, -1.304, -0.930], [-3.803, -2.624, -0.110], [-2.696, 0.204, -1.904], [-3.703, 0.884, -0.560], [-1.534, 2.178, -1.187], [-0.072, -0.270, 0.181], [0.698, 1.176, -0.506], [-0.244, -0.004, -1.580], [-2.315, 1.307, 1.484], [-0.838, 0.920, 1.414], [-5.407, -11.970, 3.504], [-5.352, -11.219, 2.318], [-6.486, -10.386, 2.025], [-6.424, -9.601, 0.726], [-5.528, -8.290, 0.821], [-7.781, -9.123, 0.511], [-5.555, -11.472, 4.462], [-4.493, -12.558, 3.581], [-6.218, -12.699, 3.477], [-7.183, -11.204, 1.842], [-6.692, -9.760, 2.893], [-6.224, -10.319, -0.069], [-5.786, -7.625, -0.004], [-4.495, -8.634, 0.772], [-5.805, -7.764, 1.735], [-7.826, -8.536, -0.310], [-8.511, -9.805, 0.359], [-6.674, 3.013, -2.932], [-7.166, 2.900, -2.119], [-6.818, 3.927, -3.175], [-3.589, -2.837, -6.237], [-3.784, -2.411, -7.071], [-4.387, -2.725, -5.719], [-6.820, -0.448, -4.404], [-6.692, 0.365, -3.916], [-7.556, -0.264, -4.988]], "mulliken_charge": [-0.7183, -0.3404, -0.7006, 0.6122, -1.4357, -0.6822, 0.3138, 0.3190, 0.2419, 0.3313, 0.3173, 0.1489, 0.3559, 0.3500, 0.3835, 0.2487, 0.2563, -0.6529, -0.3400, -0.8711, 0.5485, -1.2640, -0.6531, 0.2784, 0.2725, 0.2725, 0.2589, 0.2578, 0.2338, 0.3946, 0.3773, 0.3185, 0.2676, 0.3043, -0.7017, -0.3007, -0.7149, 0.5755, -1.3551, -0.6642, 0.3253, 0.2863, 0.1888, 0.3607, 0.2260, 0.2839, 0.3647, 0.3063, 0.3573, 0.2156, 0.2421, -0.7403, -0.1958, -0.8501, 0.3900, -1.3184, -0.7203, 0.2997, 0.1885, 0.3440, 0.4008, 0.4061, 0.2589, 0.2761, 0.4421, 0.2662, 0.2698, 0.2821, -0.7539, -0.3487, -0.7221, 0.5948, -1.5806, -0.7642, 0.2950, 0.2585, 0.3266, 0.2615, 0.4332, 0.2855, 0.3947, 0.3580, 0.3679, 0.2734, 0.3199, -0.7009, -0.3295, -0.6547, 0.3942, -1.2412, -0.7172, 0.2932, 0.2959, 0.2436, 0.3475, 0.2967, 0.2792, 0.3277, 0.3231, 0.3151, 0.2668, 0.2605, -0.7460, -0.3456, -0.7188, 0.5218, -1.5133, -0.7269, 0.2945, 0.3107, 0.2816, 0.2894, 0.3969, 0.2577, 0.2595, 0.5401, 0.3283, 0.2808, 0.2870, -0.8657, -0.1609, -0.9375, 0.3342, -1.3427, -0.6522, 0.3579, 0.3009, 0.2286, 0.4930, 0.4048, 0.3492, 0.3334, 0.3730, 0.3236, 0.2267, 0.2363, -0.7583, -0.3247, -0.6990, 0.5333, -1.2423, -0.7093, 0.3066, 0.2644, 0.3160, 0.3280, 0.2863, 0.2527, 0.3928, 0.2973, 0.3280, 0.2093, 0.2184, -0.6154, 0.3239, 0.2998, -0.6383, 0.3118, 0.3227, -0.6352, 0.3234, 0.3074], "smiles": "COC[C@H](C)N.COC[C@H](C)N.COC[C@H](C)N.COC[C@H](C)N.COC[C@H](C)N.COC[C@H](C)N.COC[C@H](C)N.COC[C@H](C)N.COC[C@H](C)N.O.O.O", "orbital_gap_ev": 9.1, "total_energy_ev": -77003.7203, "charge": 0, "e_homo_ha": -0.325, "de_lowest_kcal_mol": 194.54}